--- A ---
C22H28N2O4S in the gas phase. Source: OMol25; level of theory: ωB97M-V with the def2-TZVPD basis set.

Atoms and positions in Å:
C  6.012  2.622  0.091
H  5.843  3.329  0.910
O  4.811  2.296  -0.566
C  3.820  1.697  0.147
C  3.898  1.354  1.492
C  2.817  0.735  2.098
C  1.664  0.455  1.395
C  1.584  0.792  0.043
C  2.662  1.406  -0.574
H  2.642  1.668  -1.619
N  0.412  0.456  -0.650
S  0.022  -1.188  -0.582
O  -0.648  -1.438  0.663
O  -0.680  -1.515  -1.784
C  1.628  -1.977  -0.567
C  2.387  -1.917  -1.719
C  3.663  -2.455  -1.715
C  4.158  -3.045  -0.563
C  3.382  -3.110  0.583
C  2.105  -2.571  0.584
H  1.472  -2.606  1.456
H  3.769  -3.578  1.475
H  5.155  -3.461  -0.560
H  4.268  -2.415  -2.608
H  1.969  -1.462  -2.604
C  0.023  1.167  -1.843
H  0.434  2.179  -1.801
C  -1.500  1.305  -1.992
O  -1.962  1.821  -2.989
N  -2.225  0.887  -0.947
H  -1.767  0.378  -0.207
C  -3.674  0.796  -0.992
C  -4.107  -0.681  -1.107
H  -4.787  -0.776  -1.956
C  -4.790  -1.310  0.105
C  -3.983  -1.243  1.402
C  -4.253  0.028  2.201
C  -3.714  1.300  1.555
H  -3.965  2.141  2.208
C  -4.282  1.599  0.167
H  -5.363  1.453  0.169
H  -4.095  2.654  -0.050
H  -2.625  1.248  1.506
H  -3.796  -0.073  3.189
H  -5.332  0.131  2.350
H  -4.261  -2.095  2.029
H  -2.918  -1.335  1.185
H  -4.968  -2.359  -0.146
H  -5.768  -0.850  0.264
H  -3.214  -1.264  -1.348
H  -3.951  1.305  -1.923
H  0.384  0.683  -2.758
H  0.822  -0.020  1.868
H  2.878  0.476  3.144
H  4.783  1.563  2.071
H  6.514  1.729  0.478
H  6.642  3.090  -0.663

Calculated values
total charge = 0
2S+1 = 1
SMILES string = COc1cccc(N(CC(=O)NC2CCCCCC2)S(=O)(=O)c2ccccc2)c1
HOMO energy = -8.740 eV
Kohn-Sham gap = 9.08 eV

=====

--- B ---
C22H28N2O4S in the gas phase. Source: OMol25; level of theory: ωB97M-V with the def2-TZVPD basis set.

Atoms and positions in Å:
C  2.075  -2.151  0.311
C  1.973  -0.755  -0.214
C  2.890  -0.256  -1.131
C  2.777  1.035  -1.621
C  1.731  1.828  -1.194
C  0.805  1.359  -0.283
C  0.930  0.072  0.217
C  -0.112  -0.466  1.156
O  -1.070  -1.091  0.740
N  0.070  -0.182  2.466
C  1.222  0.514  2.987
H  1.656  1.153  2.221
H  0.912  1.135  3.828
H  1.988  -0.187  3.332
C  -0.863  -0.728  3.426
H  -1.702  -1.115  2.844
C  -0.235  -1.851  4.270
O  0.401  -2.833  3.490
C  -0.346  -3.768  2.824
C  -1.729  -3.879  2.867
C  -2.361  -4.880  2.147
C  -1.634  -5.775  1.387
C  -0.252  -5.673  1.354
C  0.388  -4.682  2.068
H  1.464  -4.596  2.059
H  0.330  -6.370  0.770
H  -2.137  -6.547  0.825
H  -3.438  -4.952  2.184
H  -2.331  -3.201  3.451
H  0.561  -1.443  4.900
H  -1.000  -2.289  4.924
H  -1.214  0.064  4.096
H  0.002  2.009  0.027
S  1.532  3.501  -1.789
O  2.534  3.773  -2.783
O  1.444  4.383  -0.661
N  0.003  3.388  -2.462
C  -0.011  2.653  -3.707
C  -1.448  2.267  -4.047
C  -2.318  3.519  -4.125
C  -2.214  4.299  -2.816
C  -0.751  4.622  -2.526
H  -0.629  5.117  -1.562
H  -0.351  5.282  -3.312
H  -2.612  3.694  -2.000
H  -2.786  5.225  -2.874
H  -3.356  3.243  -4.318
H  -1.976  4.148  -4.950
H  -1.828  1.607  -3.265
H  -1.465  1.727  -4.994
H  0.610  1.765  -3.569
H  0.426  3.256  -4.516
H  3.480  1.440  -2.332
H  3.700  -0.887  -1.467
H  2.156  -2.148  1.397
H  1.172  -2.706  0.059
H  2.936  -2.665  -0.108

Calculated values
total charge = 0
2S+1 = 1
SMILES string = Cc1ccc(S(=O)(=O)N2CCCCC2)cc1C(=O)N(C)CCOc1ccccc1
HOMO energy = -8.609 eV
Kohn-Sham gap = 9.27 eV

=====

Most stable to least stable, the ends of the list are B and A.

=====

--- A ---
A molecular structure, C41H42Cl5N4OS3Si2W. Source: OMol25; level of theory: ωB97M-V with the def2-TZVPD basis set.

Atoms and positions in Å:
W  1.059  -0.315  -1.304
S  -1.055  0.248  -0.085
C  -0.773  1.536  0.993
N  -1.694  2.056  1.741
C  -1.436  3.293  2.508
C  -0.054  3.253  3.080
N  0.919  2.962  2.006
C  2.253  3.616  2.209
C  2.104  5.107  2.080
C  1.753  5.659  0.849
C  1.604  7.030  0.725
C  1.815  7.852  1.827
C  2.172  7.305  3.050
C  2.315  5.929  3.179
C  0.635  2.142  1.051
S  1.754  1.739  -0.190
C  -3.063  1.462  1.921
C  -3.103  0.730  3.234
C  -2.590  -0.565  3.310
C  -2.572  -1.233  4.523
C  -3.077  -0.617  5.662
C  -3.612  0.662  5.586
C  -3.627  1.335  4.372
H  -2.171  3.352  3.305
H  -1.575  4.139  1.831
H  0.065  2.471  3.835
H  0.214  4.217  3.507
H  2.949  3.193  1.490
H  2.567  3.325  3.214
H  1.615  5.023  -0.021
H  1.342  7.463  -0.230
H  1.712  8.924  1.727
H  2.345  7.947  3.903
H  2.605  5.503  4.133
H  -3.247  0.802  1.079
H  -3.765  2.294  1.877
H  -2.219  -1.058  2.417
H  -2.184  -2.242  4.581
H  -3.077  -1.144  6.606
H  -4.033  1.127  6.467
H  -4.085  2.316  4.311
Cl  7.409  -0.024  -5.178
C  6.033  -0.299  -4.219
C  4.991  0.640  -4.225
Cl  5.077  2.044  -5.187
C  3.879  0.410  -3.431
Cl  2.535  1.510  -3.410
C  3.812  -0.735  -2.646
O  2.678  -0.906  -1.893
C  4.822  -1.684  -2.640
Cl  4.669  -3.099  -1.692
C  5.948  -1.457  -3.436
Cl  7.208  -2.599  -3.448
C  -1.752  -2.927  -1.171
Si  0.092  -2.765  -1.005
C  0.976  -3.543  -2.456
C  0.630  -3.625  0.530
C  0.218  -4.936  0.805
C  0.762  -5.630  1.873
C  1.719  -5.023  2.682
C  2.115  -3.722  2.427
C  1.572  -3.015  1.346
Si  1.975  -1.240  1.100
C  3.800  -0.889  0.988
C  1.314  -0.374  2.624
H  -1.993  -3.955  -0.888
H  -2.103  -2.793  -2.189
H  -2.319  -2.278  -0.501
H  0.438  -4.475  -2.666
H  1.995  -3.798  -2.167
H  1.007  -2.965  -3.379
H  -0.512  -5.437  0.179
H  0.448  -6.645  2.074
H  2.149  -5.569  3.512
H  2.854  -3.266  3.079
H  4.152  -0.654  1.997
H  4.070  -0.049  0.348
H  4.335  -1.768  0.634
H  1.533  -1.068  3.442
H  0.234  -0.223  2.662
H  1.844  0.554  2.844
N  -2.955  -0.146  -2.790
C  -2.008  -0.749  -3.476
S  -0.291  -0.341  -3.302
N  -2.293  -1.597  -4.439
C  -3.624  -1.939  -4.892
C  -3.977  -3.279  -4.905
C  -5.237  -3.632  -5.364
C  -6.123  -2.652  -5.791
C  -5.749  -1.315  -5.779
C  -4.485  -0.947  -5.339
H  -2.712  0.536  -2.093
H  -3.929  -0.349  -2.976
H  -1.509  -2.044  -4.895
H  -3.279  -4.036  -4.568
H  -5.525  -4.674  -5.389
H  -7.104  -2.933  -6.149
H  -6.430  -0.557  -6.140
H  -4.171  0.089  -5.391

Calculated values
total charge = +3
2S+1 = 1
HOMO energy = -15.530 eV
Kohn-Sham gap = 5.61 eV

=====

--- B ---
A molecular structure, C41H42Cl5N4OS3Si2W. Source: OMol25; level of theory: ωB97M-V with the def2-TZVPD basis set.

Atoms and positions in Å:
W  1.489  0.289  -0.499
S  -0.691  -0.409  -1.322
C  -1.344  -1.508  -0.170
N  -2.207  -2.430  -0.447
C  -2.752  -3.290  0.625
C  -2.956  -2.455  1.857
N  -1.683  -1.787  2.196
C  -1.378  -1.700  3.657
C  -1.131  -3.078  4.203
C  -0.039  -3.818  3.753
C  0.186  -5.091  4.247
C  -0.675  -5.627  5.199
C  -1.758  -4.891  5.654
C  -1.989  -3.616  5.153
C  -0.898  -1.354  1.263
S  0.629  -0.622  1.578
C  -2.750  -2.689  -1.814
C  -4.209  -2.328  -1.853
C  -4.608  -1.009  -1.648
C  -5.953  -0.683  -1.663
C  -6.905  -1.671  -1.891
C  -6.511  -2.983  -2.102
C  -5.162  -3.313  -2.078
H  -2.047  -4.108  0.794
H  -3.697  -3.691  0.266
H  -3.227  -3.079  2.707
H  -3.717  -1.685  1.711
H  -2.254  -1.233  4.109
H  -0.528  -1.032  3.776
H  0.652  -3.393  3.030
H  1.038  -5.664  3.908
H  -0.493  -6.618  5.592
H  -2.420  -5.304  6.402
H  -2.830  -3.038  5.520
H  -2.597  -3.754  -1.992
H  -2.139  -2.127  -2.517
H  -3.867  -0.230  -1.495
H  -6.267  0.341  -1.511
H  -7.955  -1.413  -1.911
H  -7.250  -3.749  -2.288
H  -4.855  -4.338  -2.253
Cl  6.298  -3.598  -4.516
C  5.311  -2.487  -3.688
C  4.289  -2.965  -2.856
Cl  4.014  -4.634  -2.644
C  3.494  -2.037  -2.201
Cl  2.211  -2.490  -1.125
C  3.708  -0.679  -2.357
O  2.910  0.161  -1.647
C  4.718  -0.186  -3.166
Cl  4.948  1.500  -3.289
C  5.525  -1.108  -3.841
Cl  6.776  -0.542  -4.846
C  5.099  0.080  0.357
Si  3.553  -0.098  1.387
C  3.527  -1.805  2.153
C  3.413  1.197  2.700
C  4.180  1.100  3.867
C  4.114  2.091  4.831
C  3.279  3.189  4.644
C  2.521  3.294  3.490
C  2.582  2.299  2.509
Si  1.626  2.496  0.927
C  -0.211  2.669  1.428
C  2.289  3.967  -0.011
H  5.894  0.153  1.110
H  5.142  0.987  -0.244
H  5.323  -0.786  -0.264
H  4.488  -1.873  2.676
H  3.506  -2.620  1.431
H  2.747  -1.949  2.898
H  4.839  0.256  4.036
H  4.712  2.015  5.729
H  3.228  3.962  5.399
H  1.886  4.164  3.365
H  -0.499  3.725  1.397
H  -0.269  2.346  2.469
H  -0.957  2.078  0.891
H  2.460  4.758  0.726
H  1.623  4.352  -0.781
H  3.252  3.746  -0.473
N  -1.122  3.428  -1.597
C  -0.303  3.028  -2.551
S  1.046  1.940  -2.366
N  -0.455  3.465  -3.794
C  -1.385  4.468  -4.244
C  -2.122  4.197  -5.388
C  -2.997  5.160  -5.869
C  -3.134  6.372  -5.207
C  -2.379  6.635  -4.073
C  -1.487  5.688  -3.588
H  -0.983  3.147  -0.643
H  -1.885  4.053  -1.824
H  0.113  3.020  -4.502
H  -2.015  3.249  -5.898
H  -3.570  4.960  -6.763
H  -3.818  7.119  -5.584
H  -2.459  7.591  -3.575
H  -0.845  5.932  -2.751

Calculated values
total charge = +3
2S+1 = 1
HOMO energy = -15.491 eV
Kohn-Sham gap = 5.79 eV

=====

Most stable to least stable, the ends of the list are A and B.

=====

--- A ---
2 unconnected molecules or ions with the total composition C5H14S. Source: OMol25; level of theory: ωB97M-V with the def2-TZVPD basis set.

Atoms and positions in Å:
C  2.506  -1.700  -0.621
S  2.760  -3.224  -1.509
C  2.137  -2.718  -3.113
H  2.898  -0.881  -1.219
H  1.443  -1.441  -0.510
H  2.940  -1.605  0.367
H  1.061  -2.792  -3.238
H  2.627  -3.365  -3.832
H  2.425  -1.691  -3.328
C  -4.398  3.763  2.878
C  -3.340  2.940  2.156
C  -2.083  3.727  1.737
H  -5.392  3.325  2.770
H  -4.149  4.019  3.905
H  -4.521  4.704  2.333
H  -3.032  2.033  2.681
H  -3.841  2.564  1.250
H  -1.384  3.031  1.276
H  -1.628  4.074  2.669
H  -2.315  4.577  1.100

Calculated values
total charge = 0
2S+1 = 1
SMILES string = CCC.CSC
HOMO energy = -8.499 eV
Kohn-Sham gap = 9.46 eV

=====

--- B ---
2 unconnected molecules or ions with the total composition C5H14S. Source: OMol25; level of theory: ωB97M-V with the def2-TZVPD basis set.

Atoms and positions in Å:
C  -2.561  -0.611  1.298
C  -1.895  -1.858  1.895
H  -2.732  -0.742  0.214
H  -3.344  -0.218  1.921
H  -1.792  0.173  1.179
H  -0.993  -2.057  1.321
H  -2.508  -2.726  2.025
H  -1.282  -1.757  2.859
C  1.292  1.777  -1.385
C  1.189  2.144  0.103
C  1.597  -1.160  -1.812
S  0.640  0.335  -2.211
H  0.959  2.606  -2.141
H  2.338  1.945  -1.640
H  1.515  1.269  0.662
H  0.268  2.523  0.533
H  2.212  -1.096  -0.897
H  0.888  -1.973  -1.628
H  2.236  -1.472  -2.623
H  1.972  2.898  0.327

Calculated values
total charge = 0
2S+1 = 1
SMILES string = CCSC.CC
HOMO energy = -8.554 eV
Kohn-Sham gap = 9.43 eV

=====

Most stable to least stable, the ends of the list are A and B.

=====

--- A ---
3 unconnected molecules or ions with the total composition C5H12N4. Source: OMol25; level of theory: ωB97M-V with the def2-TZVPD basis set.

Atoms and positions in Å:
C  -0.671  -1.954  0.467
N  -1.544  -1.473  -0.489
C  -2.008  -0.183  -0.529
N  -2.922  0.513  -0.771
H  -1.783  -2.054  -1.281
H  0.564  -1.202  0.196
H  -0.684  -1.370  1.378
H  -0.790  -3.010  0.697
C  1.282  0.345  -1.561
N  -0.389  0.868  0.160
C  1.002  0.281  -0.071
N  -0.675  1.123  1.532
C  2.010  0.668  0.789
H  -0.559  1.673  -0.445
H  -0.131  1.931  1.840
H  -1.665  1.342  1.605
H  0.532  -0.238  -2.099
H  2.274  -0.052  -1.773
H  1.248  1.372  -1.933
H  1.891  0.630  1.860
H  3.018  0.789  0.427

Calculated values
total charge = 0
2S+1 = 1
HOMO energy (spin up / spin down) = -7.570 / -7.570 eV
Kohn-Sham gap (spin up / spin down) = 7.59 / 7.59 eV

=====

--- B ---
C5H12N4 in the gas phase. Source: OMol25; level of theory: ωB97M-V with the def2-TZVPD basis set.

Atoms and positions in Å:
C  -1.530  -1.884  0.108
C  -1.707  0.485  -0.237
C  -0.129  2.345  -0.161
C  1.110  -0.121  1.610
C  1.450  -0.317  -0.846
H  -2.217  -2.731  0.044
H  -1.063  -1.737  1.084
H  -0.736  -2.108  -0.635
H  -2.322  1.324  -0.523
H  0.050  2.604  -1.243
H  0.830  2.562  0.329
H  -0.973  2.960  0.223
H  0.286  0.142  2.311
H  1.394  -1.190  1.684
H  1.996  0.524  1.892
H  0.925  0.007  -1.769
H  2.932  -1.245  0.008
N  -2.261  -0.667  -0.278
N  -0.419  0.933  0.034
N  0.670  0.076  0.249
N  2.543  -0.936  -0.898

Calculated values
total charge = 0
2S+1 = 1
SMILES string = [H]/N=C\N(C)N(C)/C=N\C
HOMO energy = -8.861 eV
Kohn-Sham gap = 9.56 eV

=====

Most stable to least stable, the ends of the list are B and A.

=====

--- A ---
C7H17NO in the gas phase. Source: OMol25; level of theory: ωB97M-V with the def2-TZVPD basis set.

Atoms and positions in Å:
C  1.068  -0.275  0.388
C  -0.038  0.180  -0.584
C  -1.457  -0.136  -0.076
C  1.063  0.435  1.739
C  0.128  1.667  -0.908
C  -1.630  -1.614  0.279
C  -2.500  0.244  -1.128
N  3.378  -0.715  0.360
O  2.298  -0.051  -0.301
H  0.984  -1.357  0.559
H  0.127  -0.385  -1.508
H  -1.648  0.462  0.822
H  3.738  -1.399  -0.306
H  4.096  -0.006  0.500
H  1.169  1.508  1.608
H  0.141  0.226  2.274
H  1.900  0.072  2.330
H  -0.262  2.287  -0.104
H  1.182  1.889  -1.046
H  -0.394  1.923  -1.825
H  -1.333  -2.242  -0.558
H  -2.302  -0.276  -2.063
H  -2.674  -1.821  0.506
H  -1.039  -1.890  1.147
H  -2.502  1.312  -1.318
H  -3.494  -0.037  -0.787

Calculated values
total charge = 0
2S+1 = 1
SMILES string = CC(C)[C@@H](C)[C@H](C)ON
HOMO energy = -9.692 eV
Kohn-Sham gap = 10.76 eV

=====

--- B ---
2 unconnected molecules or ions with the total composition C7H17NO. Source: OMol25; level of theory: ωB97M-V with the def2-TZVPD basis set.

Atoms and positions in Å:
C  1.373  1.297  2.060
C  1.275  0.724  0.638
C  0.699  -0.717  0.707
C  -0.381  -1.040  -0.311
C  -1.454  -1.720  0.092
C  -0.192  -0.554  -1.725
C  -1.494  -0.325  -2.475
N  2.560  0.711  -0.074
H  2.001  2.187  2.048
H  0.376  1.639  2.367
H  1.719  0.561  2.786
H  0.532  1.356  0.141
H  1.527  -1.399  0.494
H  0.320  -0.885  1.710
H  -2.091  -2.224  -0.628
H  -1.512  -2.150  1.087
H  0.395  0.364  -1.695
H  0.433  -1.260  -2.269
H  -1.964  0.621  -2.216
H  -1.344  -0.237  -3.560
H  -2.168  -1.172  -2.428
H  3.291  0.849  0.617
H  2.636  1.497  -0.716
H  -1.470  0.903  1.160
H  -2.641  0.044  0.932
O  -2.426  0.930  1.262

Calculated values
total charge = 0
2S+1 = 1
SMILES string = C=C(CC)C[C@@H](C)N.O
HOMO energy = -9.357 eV
Kohn-Sham gap = 10.26 eV

=====

Most stable to least stable, the ends of the list are B and A.